A structure of composition C19H36O5S4SiV, computed with the ωB97M-V functional and the def2-TZVPD basis.

The total charge is 0. The HOMO energy (alpha / beta) comes out at -0.289 / -0.296 Eh. The HOMO-LUMO gap (alpha / beta) comes out at 0.2506 / 0.2782 Ha. The spin multiplicity is 2. The LUMO energy (alpha / beta) is -1.0 / -0.5 eV. The value obtained for the electronic energy is -3948.2823 a.u.

Geometry as XYZ:
```
66
Properties=species:S:1:pos:R:3:forces:R:3:mulliken_spin:R:1
V -0.39222 -0.04751 -0.43568 0.19 -0.04 -0.22 1.048
O 3.07317 -4.95517 -2.82568 0.05 -0.09 0.03 0.000
C 2.40497 -3.99411 -2.58215 0.01 0.02 -0.21 0.000
S 3.07776 -2.36717 -2.33938 0.00 0.00 0.14 -0.003
C 1.55463 -1.58037 -2.01024 -0.14 0.07 -0.01 -0.019
C 0.43972 -2.33334 -2.08239 0.05 0.05 -0.04 0.039
S -1.17132 -1.72149 -1.74873 -0.06 0.16 0.07 -0.035
S 0.63172 -4.02073 -2.50541 -0.03 0.04 0.15 0.003
S 1.57094 0.12087 -1.57035 0.07 0.03 -0.05 0.014
C -2.49402 -0.56671 1.63009 0.08 -0.05 0.04 0.021
C -1.29779 -1.47996 1.92010 0.01 -0.04 -0.06 0.006
C -1.13553 -1.68129 3.42341 0.00 0.02 -0.02 -0.002
C -0.01074 -0.93110 1.29574 -0.07 -0.06 0.07 -0.059
H -3.39886 -0.96090 2.09449 -0.03 0.02 -0.02 0.000
H -2.70899 -0.48809 0.55493 -0.02 0.01 0.01 0.007
H -2.32653 0.44444 2.00781 0.00 0.01 0.00 -0.010
H -1.49241 -2.45312 1.45485 -0.01 0.08 0.03 0.001
H -0.95372 -0.72270 3.91478 0.01 0.01 0.03 0.000
H -0.29514 -2.33951 3.64242 0.03 -0.01 0.02 0.000
H -2.03568 -2.11926 3.85690 -0.02 -0.01 0.03 -0.001
H 0.76721 -1.69140 1.17506 -0.01 0.07 -0.01 -0.002
H 0.40324 -0.08756 1.86960 -0.02 -0.04 0.04 -0.003
C -2.90435 1.81600 -2.67068 0.02 0.03 0.00 0.022
C -2.78984 3.33461 -2.61897 0.04 0.05 -0.02 -0.008
C -2.25996 3.87281 -3.93955 -0.01 -0.02 0.04 0.000
C -4.13711 3.95750 -2.28194 0.02 -0.03 -0.02 0.000
O -1.83461 3.75118 -1.62082 -0.04 -0.17 0.02 0.003
Si -1.49774 3.13900 -0.15151 -0.10 0.13 0.01 0.003
O -0.87164 1.62074 -0.29192 -0.06 -0.17 0.00 -0.031
O -2.80299 2.94290 0.79394 0.03 -0.01 -0.06 0.002
C -3.39301 3.78585 1.80346 0.06 -0.01 -0.01 0.000
C -3.41422 5.23772 1.34267 -0.04 -0.04 0.01 0.000
C -2.57528 3.63807 3.08005 -0.05 -0.04 -0.02 0.000
C -4.80474 3.25762 1.99825 0.01 0.04 0.04 0.000
O -0.43852 4.12702 0.57518 0.07 -0.06 -0.04 0.001
C 0.75952 4.74788 0.05716 -0.05 -0.04 0.05 -0.001
C 0.35973 5.99669 -0.71661 0.02 -0.03 0.02 0.000
C 1.58575 5.11129 1.28114 -0.03 -0.03 -0.03 0.000
C 1.51545 3.76798 -0.83095 0.03 0.07 0.04 0.002
H -3.60611 1.52809 -3.45463 0.00 -0.01 0.01 0.001
H -3.27820 1.42138 -1.72203 0.00 -0.01 -0.01 0.001
H -1.93837 1.36057 -2.89356 0.00 -0.01 0.01 -0.003
H -2.94229 3.63064 -4.75412 -0.02 -0.01 -0.02 0.000
H -1.28544 3.43742 -4.15861 0.03 -0.02 -0.01 0.000
H -2.15133 4.95542 -3.88583 0.00 0.04 0.01 0.000
H -4.86929 3.71122 -3.05196 -0.01 0.01 -0.01 0.000
H -4.04550 5.04127 -2.22011 0.00 0.05 0.00 0.000
H -4.49910 3.57857 -1.32684 -0.02 -0.01 0.05 0.000
H -2.40245 5.60408 1.18145 0.07 0.02 0.00 0.000
H -3.88823 5.86099 2.10129 -0.03 0.02 0.01 0.000
H -3.97475 5.33659 0.41428 -0.04 0.00 -0.05 0.000
H -1.55389 3.97490 2.91506 0.06 0.03 -0.01 0.000
H -2.55402 2.59254 3.38907 0.00 -0.03 0.02 0.000
H -3.01510 4.22749 3.88484 -0.01 0.02 0.03 0.000
H -5.37782 3.35062 1.07648 -0.02 0.01 -0.05 0.000
H -5.31464 3.81811 2.78234 -0.02 0.00 0.01 0.000
H -4.77635 2.20591 2.28116 0.01 -0.04 0.02 0.000
H -0.21322 6.66503 -0.07388 -0.02 0.03 0.02 0.000
H -0.25001 5.73473 -1.57939 -0.02 -0.01 -0.03 0.000
H 1.24988 6.52524 -1.05810 0.02 0.03 -0.02 0.000
H 1.02188 5.78238 1.92826 -0.02 0.03 0.02 0.000
H 2.50957 5.60640 0.98468 0.05 0.02 -0.01 0.000
H 1.83500 4.21361 1.84651 0.01 -0.02 0.01 0.000
H 0.91265 3.47226 -1.68957 -0.04 -0.01 -0.06 -0.001
H 1.79150 2.87512 -0.26912 0.01 -0.02 0.02 0.001
H 2.42782 4.23416 -1.20443 0.02 -0.01 -0.01 0.000
```
Forces are in eV/Å.